No. 1
C37H23F8NORuS2Si as an isolated structure. Source: the Open Molecules 2025 dataset; level of theory: ωB97M-V/def2-TZVPD.

Structure (XYZ):
```
74
Properties=species:S:1:pos:R:3:forces:R:3
Ru -1.64009 0.24180 -0.63643 -0.121 0.131 0.120
S -3.13783 -1.80162 -1.12979 0.130 0.007 -0.177
S -3.63189 2.06911 -1.45929 0.015 -0.035 0.037
Si 0.40836 -0.61400 2.02710 -0.041 0.052 -0.017
F -3.94253 -0.70041 -6.07834 0.087 -0.066 0.073
F -5.57379 4.49034 -0.42499 -0.062 -0.036 0.024
F -4.18745 5.22773 -1.90627 0.043 -0.005 -0.054
F -0.80667 -3.23358 -2.44329 -0.078 0.062 -0.053
F -4.63686 -0.64625 -3.49912 0.124 -0.004 -0.012
F -4.53353 6.34872 -0.10177 0.022 0.016 0.046
F -0.14581 -3.28985 -5.02636 -0.076 0.042 0.010
F -1.68973 -2.01004 -6.88503 -0.021 0.003 0.099
O -0.95032 -0.21805 1.31548 -0.039 -0.072 0.083
N -1.88855 2.43776 0.41352 0.038 -0.003 -0.051
C -2.02413 -1.97822 -5.57845 0.032 -0.017 -0.052
C 0.59235 -0.12101 -2.86678 -0.096 0.036 -0.037
C 2.61321 -0.73121 -4.76465 0.012 -0.011 0.010
C 0.51142 0.33889 -4.21870 -0.005 -0.009 -0.025
C -0.54029 -0.15289 6.06597 0.008 -0.003 -0.005
C 1.69742 0.77791 1.95816 0.066 -0.039 -0.055
C 0.16785 -0.95655 3.88129 -0.041 0.001 0.005
C 2.70938 -1.18380 -3.44281 0.005 0.011 -0.020
C 0.23838 -2.40927 5.82909 0.000 -0.002 0.013
C -1.24368 -2.62145 -4.63576 0.004 0.002 -0.016
C -0.42040 0.15019 -1.95888 0.226 -0.010 -0.008
C 2.56024 -2.47877 1.63614 -0.008 0.002 -0.001
C -2.90198 3.03406 -0.26290 -0.047 0.012 0.045
C 2.80518 2.48809 0.63380 -0.015 -0.018 -0.012
C 0.44345 -2.19030 4.47101 0.021 0.006 -0.009
C 0.56744 -2.94913 0.39108 -0.025 -0.011 0.010
C -0.33140 0.05373 4.71026 -0.015 0.007 -0.017
C 3.17816 -3.59298 1.08788 0.006 -0.006 -0.002
C -3.15942 -1.30992 -5.16256 -0.067 0.032 -0.043
C -2.59212 4.98776 1.14241 0.029 0.027 0.011
C 1.24420 -2.14046 1.30535 0.042 0.018 -0.032
C 1.85360 1.48534 0.76010 0.052 -0.021 -0.022
C 3.49568 2.11524 2.90196 0.008 0.029 -0.008
C -1.25939 3.04921 1.40136 -0.018 0.020 0.004
C -3.49997 -1.28203 -3.82138 -0.093 0.054 -0.035
C 2.48508 -4.39009 0.18374 0.013 -0.010 -0.004
C 1.73989 -0.89566 -2.51071 0.027 -0.021 0.037
C -3.26016 4.36085 0.10949 -0.036 0.004 -0.042
C -1.60291 -2.57642 -3.30150 0.103 0.013 0.030
C 3.62839 2.80689 1.70611 0.010 -0.004 0.013
C -1.56794 4.33526 1.81656 -0.016 -0.008 -0.028
C -0.25201 -1.38957 6.63081 -0.002 -0.003 0.009
C 2.53997 1.11283 3.02009 -0.048 -0.008 0.051
C 1.49659 0.03111 -5.12820 -0.011 0.000 0.002
C -2.72520 -1.88921 -2.83397 -0.110 -0.199 0.115
C -4.37573 5.08028 -0.58449 0.035 -0.001 0.002
C 1.18329 -4.06515 -0.16583 -0.010 0.014 -0.009
H 1.82271 -1.27144 -1.49708 0.008 0.010 -0.025
H 2.96822 -5.25315 -0.26073 -0.002 0.003 0.000
H 3.56164 -1.78456 -3.14139 -0.001 0.000 0.004
H -0.56749 1.02242 4.28075 -0.008 0.000 -0.005
H 0.64753 -4.66086 -0.89370 -0.004 -0.005 -0.002
H 2.90371 3.01717 -0.30669 -0.007 0.000 0.003
H 3.37640 -0.97778 -5.49217 0.000 -0.001 -0.001
H 2.44021 0.58857 3.96585 0.009 -0.001 -0.010
H -0.93128 0.64788 6.68339 0.000 0.001 -0.003
H 4.20226 -3.83332 1.35221 -0.003 0.002 -0.002
H 4.37151 3.59044 1.60905 -0.002 0.002 0.002
H -0.35212 0.92356 -4.51452 0.007 -0.010 -0.002
H 1.21809 1.24791 -0.08832 -0.043 0.014 -0.016
H -1.02774 4.80568 2.62607 -0.001 -0.006 0.003
H 0.82558 -2.99698 3.85467 -0.005 -0.003 0.010
H 1.39501 0.38106 -6.15068 0.005 0.006 0.001
H -2.87351 5.99376 1.42344 -0.008 0.011 0.004
H -0.41408 -1.55678 7.68967 -0.002 -0.001 -0.001
H 0.45898 -3.37932 6.26042 0.001 -0.001 -0.002
H 4.13338 2.35946 3.74465 0.000 -0.004 0.001
H -0.47350 2.47151 1.87392 0.015 0.000 0.028
H 3.11845 -1.85015 2.32477 -0.007 0.002 -0.003
H -0.44174 -2.69025 0.08587 -0.011 0.006 0.014
```
Forces are in eV/Å.

Output
<S²>: 6.10
LUMO (spin up / spin down) in eV: 4.3 / 4.3
Charge: -2
Spin multiplicity: 5
HOMO-LUMO gap (spin up / spin down) in eV: 4.50 / 6.41

No. 2
C37H24Br2F3MgN2O2S3 as an isolated structure. Source: the Open Molecules 2025 dataset; level of theory: ωB97M-V/def2-TZVPD.

Structure (XYZ):
```
74
Properties=species:S:1:pos:R:3:forces:R:3
Br 2.19904 6.35586 -0.25395 0.582 0.225 0.150
Br -3.09901 7.97830 -0.34123 -0.673 -0.138 -0.004
S 2.41521 -2.73186 -0.11181 -0.864 0.063 0.372
S 1.97502 1.62876 2.43897 0.191 -1.371 0.470
S -2.06047 -1.11118 1.70816 0.261 -0.299 0.677
Mg 0.58594 1.76468 -0.68276 -1.316 -1.131 -0.753
F -1.93659 -7.03334 -3.97713 -0.915 0.133 0.839
F -3.00842 -7.28738 -2.02370 -0.103 0.537 -1.544
F -3.97392 -6.18818 -3.72932 0.993 -0.748 0.759
O 0.96213 3.61138 -0.32259 -0.400 0.061 0.201
O 0.51996 -0.04332 0.28219 1.441 0.649 2.548
N 2.56342 1.69225 -1.27109 1.556 -0.170 -0.778
N -1.58575 2.81336 -0.86063 -0.735 0.136 0.513
C 1.99429 -4.41577 -0.03847 -0.480 1.219 1.014
C 4.50856 0.34658 -0.88150 0.326 0.418 0.331
C 3.31700 2.79215 -1.05256 0.100 -0.892 -0.160
C -0.82129 -4.67634 -2.88064 -0.663 0.079 0.056
C 0.99538 -4.62023 0.86684 0.696 0.151 -0.195
C -2.32993 5.13120 -0.55718 -0.070 1.721 0.681
C 3.48368 1.50661 3.30385 -0.428 0.214 -0.579
C -0.05197 -0.38701 -0.92516 -0.607 2.878 -2.989
C -2.75971 -6.39161 -3.08031 0.840 1.156 0.508
C 1.96144 -0.12476 2.16697 0.403 -0.204 -0.144
C -2.57376 -2.94782 -1.50517 -0.499 -1.451 -0.816
C 1.16722 -2.28601 1.06695 0.308 -0.554 0.270
C -1.84354 -0.82603 4.24318 0.317 0.269 0.173
C 5.20439 1.46517 -0.40452 -0.946 0.308 -0.311
C 3.20625 0.49677 -1.31662 -0.555 0.601 -0.136
C -3.70980 4.75041 -0.61566 0.816 -1.529 -0.238
C -0.58681 6.91021 -0.22199 -0.554 -0.773 -0.336
C 0.80690 -0.86853 1.49924 0.113 -0.438 0.030
C -1.26002 -2.52817 -1.85055 0.957 1.959 1.537
C -0.38444 -3.41136 -2.55852 -0.106 -0.927 -0.146
C -2.78822 -1.04617 3.30670 1.254 -0.011 -1.350
C -3.32321 1.01496 -1.14971 -0.009 0.129 0.179
C 3.14606 -0.68231 2.59040 -0.746 0.261 0.308
C -0.77242 -1.33700 -1.33693 -0.367 -2.872 -0.124
C -2.15947 -5.09146 -2.58091 -0.116 -0.686 -0.592
C -3.01323 -4.20673 -1.88845 0.293 0.816 -0.064
C -2.86170 2.45616 -0.92903 -0.507 -0.174 0.623
C -0.44676 -0.88864 2.35843 -0.468 0.498 0.341
C 0.59315 -3.43741 1.54592 -0.274 0.132 -0.191
C 3.99279 0.25071 3.27177 0.446 -0.369 0.009
C 0.04357 4.50026 -0.36981 0.737 2.376 0.092
C -1.90779 6.49861 -0.34865 0.467 -0.022 -0.189
C -1.32977 4.13618 -0.57987 -0.145 0.435 -0.302
C 4.61718 2.72081 -0.61416 0.372 -0.701 0.179
C -3.94339 3.38911 -0.71308 0.363 0.785 -0.668
C -0.52719 -0.67483 3.70922 0.065 -0.152 -0.126
C 0.39116 5.92346 -0.26246 -1.313 -2.485 -0.139
H 0.32162 -0.37231 4.31232 0.025 -0.285 -0.057
H 4.95920 -0.03587 3.71257 -0.576 0.237 -0.175
H 3.89029 2.40133 3.74562 0.132 -0.022 -0.018
H -2.06751 -0.76125 5.29239 -0.005 0.086 0.260
H -4.04156 -4.50039 -1.69517 0.101 -0.058 0.119
H 4.93287 -0.64459 -0.86757 0.107 -0.077 0.099
H -0.33360 7.97309 -0.14293 -0.100 -0.559 0.013
H -4.48755 5.50679 -0.60395 0.057 -0.188 0.158
H -3.83109 -1.18851 3.42914 -0.682 -0.086 0.052
H -0.13390 -3.48558 2.35585 0.050 0.302 -0.358
H 2.54218 -5.11562 -0.61269 0.228 -0.505 -0.517
H 0.64720 -3.08787 -2.73748 -0.468 -0.188 0.005
H -4.40102 0.91815 -0.82650 1.188 0.082 -0.299
H 0.55528 -5.57948 1.05702 -0.054 -0.296 0.080
H 3.34341 -1.74968 2.49779 -0.010 0.337 0.027
H -3.27774 0.76950 -2.22939 0.151 -0.067 0.586
H 2.64133 -0.35583 -1.72123 -0.029 0.467 0.518
H -0.14373 -5.37124 -3.36661 -0.091 0.022 -0.062
H -2.68500 0.30980 -0.57432 -0.377 0.406 -0.674
H 2.88579 3.76511 -1.19216 -0.394 -0.096 0.086
H 5.08442 3.66654 -0.40535 0.441 0.006 0.223
H -3.17777 -2.27169 -0.92350 -0.264 -0.013 0.040
H 6.12381 1.37426 0.14889 0.347 -0.086 -0.232
H -4.93814 2.94485 -0.77538 0.187 0.469 0.139
```
Forces are in eV/Å.

Output
LUMO in eV: 1.9
Charge: -1
HOMO-LUMO gap in eV: 3.47

No. 3
C37H24BrCaF7N9S2 as an isolated structure. Source: the Open Molecules 2025 dataset; level of theory: ωB97M-V/def2-TZVPD.

Structure (XYZ):
```
81
Properties=species:S:1:pos:R:3:forces:R:3
Br 0.11290 -5.75797 2.29293 0.002 0.014 -0.004
Ca 0.61639 -0.05876 0.08478 -0.309 -0.193 0.391
S -3.95878 -1.37775 -0.49891 -0.068 0.006 -0.075
S -1.06232 -0.11909 2.67464 0.324 -0.039 0.196
F 1.36544 -2.82784 -6.58885 0.003 0.019 0.003
F -6.64953 2.15171 -0.25509 -0.018 -0.009 -0.066
F -2.56569 1.85703 -2.65446 0.055 0.002 0.039
F 2.58123 -1.09140 -7.02049 -0.014 -0.006 0.013
F -7.99461 1.85073 -2.49946 0.004 0.000 -0.019
F 0.42567 -0.96613 -7.17449 0.015 -0.010 0.012
F -3.88581 1.53435 -4.88900 -0.016 0.005 -0.012
N -3.54998 -0.81488 3.09512 0.116 0.041 0.016
N -9.27638 1.35095 -5.19069 0.000 0.046 -0.032
N 1.69418 -2.19679 1.03657 0.177 0.187 -0.406
N 1.32688 -0.31980 -2.35798 -0.119 -0.092 0.237
N -2.19426 -2.53326 2.31345 0.074 -0.101 0.068
N -5.63468 1.17151 -7.31002 -0.013 -0.034 0.003
N -4.81463 1.96922 2.23035 -0.013 -0.091 0.009
N -1.16441 -1.40351 -0.68689 0.139 0.064 0.001
N -1.36851 1.51101 0.13827 0.155 0.394 -0.451
C 1.36795 -1.08259 -5.01504 0.010 -0.017 0.007
C 3.12864 1.69208 -0.40862 -0.043 -0.006 0.033
C 2.07051 -1.35294 -2.76295 -0.006 0.032 -0.040
C -4.55189 1.97096 -1.34263 0.225 0.005 0.182
C -3.86923 1.99423 -0.16637 -0.107 0.084 0.056
C -2.33342 -1.40791 -0.61520 0.082 0.023 -0.109
C -3.25649 -3.30910 2.31937 0.065 0.024 0.025
C 2.51608 1.29182 1.92085 -0.009 -0.067 -0.033
C 4.03916 1.44388 -1.57801 0.001 -0.004 -0.003
C 1.33133 2.97202 0.61928 -0.025 -0.062 -0.040
C 1.52256 2.26163 1.80688 -0.048 -0.036 0.017
C -4.53344 -2.89465 2.71839 -0.040 0.010 0.060
C 0.87611 -3.16373 1.45486 -0.044 0.038 0.093
C -6.67588 1.83926 -2.53835 -0.040 0.003 0.105
C -2.45469 1.81862 -0.06184 -0.018 -0.421 -0.107
C -6.07651 1.29476 -6.25756 0.048 0.058 -0.041
C 2.12576 -1.76928 -4.07939 0.004 0.003 0.012
C -2.31242 -1.24886 2.69149 -0.303 0.129 -0.167
C -6.02073 1.65447 -3.82146 -0.071 -0.028 -0.204
C 0.33750 4.09527 0.55920 -0.010 0.021 -0.011
C -8.13819 1.42894 -5.06262 -0.041 -0.082 0.065
C -4.64205 -1.59533 3.10739 -0.045 0.021 0.029
C 2.98208 -2.50271 0.83063 -0.041 -0.085 0.067
C 2.74038 0.56804 3.21972 -0.001 0.004 -0.001
C 0.59455 0.32243 -3.26780 0.034 0.024 -0.006
C 3.50500 -3.76244 1.04861 0.032 0.024 -0.005
C -3.89548 1.83909 -2.62128 -0.060 -0.003 -0.092
C 2.66096 -4.76782 1.49602 -0.012 -0.003 0.000
C -6.70724 1.47150 -4.98167 0.048 0.023 0.099
C 2.11104 2.64540 -0.48951 -0.003 0.009 0.022
C 1.33111 -4.45174 1.69614 -0.007 -0.017 0.006
C 3.31294 1.02664 0.80178 0.032 -0.065 0.046
C 0.58569 -0.01733 -4.60960 -0.009 0.029 0.014
C -5.99216 1.99209 -1.39541 -0.139 0.022 0.004
C 1.42764 -1.49607 -6.46661 0.000 -0.006 -0.042
C -4.56890 1.68060 -3.76697 0.066 0.002 0.043
C -4.47262 1.99174 1.13390 0.005 0.099 0.051
H -0.01624 1.14400 -2.91143 -0.010 0.009 0.019
H 4.54135 0.47965 -1.49984 -0.005 -0.003 0.004
H 2.63933 -1.87254 -2.00047 -0.006 0.002 -0.001
H 3.49560 1.47580 -2.52168 -0.002 0.011 0.001
H 1.79759 0.39004 3.73685 0.006 0.006 0.005
H -0.02594 0.53190 -5.31040 0.002 -0.009 -0.010
H 1.95765 3.17591 -1.42374 0.000 0.013 0.010
H -3.63496 0.16994 3.32583 0.001 -0.048 -0.011
H 3.37882 1.16360 3.87489 -0.007 0.006 0.002
H -0.05238 4.23375 -0.44889 -0.001 -0.011 0.002
H -0.16396 -2.90851 1.62028 -0.017 0.030 -0.037
H 0.89175 2.47613 2.66300 0.009 0.016 -0.005
H -0.49498 3.92482 1.23952 0.004 -0.004 0.006
H -5.38151 -3.55961 2.70594 -0.007 0.014 -0.007
H 3.62253 -1.70230 0.48155 -0.012 0.003 -0.008
H -5.55909 -1.11731 3.42217 -0.017 -0.043 -0.001
H 3.02631 -5.76858 1.68182 0.001 0.004 0.000
H 3.22942 -0.39245 3.06046 0.007 0.004 -0.004
H 0.82352 5.02684 0.85649 0.003 -0.001 -0.006
H 2.73686 -2.61479 -4.36257 -0.004 0.002 -0.009
H 4.81089 2.21486 -1.61619 0.005 -0.005 0.004
H 4.12040 0.30967 0.89729 0.016 0.024 -0.022
H -3.09820 -4.32934 1.98474 0.017 0.007 0.005
H 4.55466 -3.95216 0.87310 -0.005 -0.013 0.004
```
Forces are in eV/Å.

Output
LUMO (spin up / spin down) in eV: -5.4 / -5.4
Charge: +1
HOMO-LUMO gap (spin up / spin down) in eV: 5.21 / 5.21

Sequential strongest force on any atom output: 0.005; 0.082; 0.012 Eh/bohr
Sequential molar mass output: 842.9; 865.9; 911.8 g/mol
Sequential electronic energy output: -96151.5204; -232021.6955; -181339.7469 eV